The following is a DFT calculation (ωB97M-V with the def2-TZVPD basis set) of a structure of composition C20H48GaN2O5 at a distorted geometry.

CARTESIAN COORDINATES (ANGSTROEM)
C 0.78 -3.94 3.89
C 0.74 -2.73 4.61
Ga -0.30 -1.17 3.67
C 0.34 -1.17 1.71
C 0.71 0.27 1.14
C -2.34 -1.57 3.87
C -3.26 -0.45 3.24
C -4.76 -0.98 2.93
C -4.70 -2.15 1.85
O -6.03 -2.42 1.36
H 0.35 -3.98 2.83
H 1.18 -4.91 4.33
H 1.27 -2.59 5.61
H -0.03 0.19 4.47
H -0.42 -1.73 1.06
H 1.30 -1.80 1.65
H 0.97 0.14 0.03
H -0.14 1.03 1.21
H 1.66 0.69 1.63
H -2.50 -2.58 3.39
H -2.51 -1.59 5.01
H -2.86 -0.02 2.25
H -3.34 0.41 3.99
H -5.29 -1.34 3.86
H -5.31 -0.11 2.42
H -4.04 -1.76 1.00
H -4.24 -3.11 2.25
H -5.99 -3.20 0.78
C 2.97 -3.64 -0.05
O 2.57 -2.61 -0.94
C 3.55 -2.31 -1.93
C 3.05 -2.71 -3.31
N 3.00 -4.17 -3.44
C 2.30 -4.62 -4.65
C 0.80 -4.31 -4.75
O 0.00 -4.99 -3.80
C -0.11 -4.34 -2.54
H 2.23 -3.72 0.74
H 3.02 -4.60 -0.57
H 3.94 -3.41 0.40
H 4.52 -2.76 -1.70
H 3.69 -1.22 -1.91
H 3.72 -2.31 -4.07
H 2.06 -2.27 -3.45
H 2.53 -4.56 -2.64
H 2.42 -5.71 -4.68
H 2.81 -4.23 -5.53
H 0.47 -4.67 -5.73
H 0.59 -3.23 -4.74
H -0.07 -3.25 -2.63
H 0.66 -4.70 -1.85
H -1.08 -4.61 -2.10
C 0.04 8.00 0.91
O -0.21 7.65 -0.44
C 0.96 7.29 -1.17
C 0.93 5.81 -1.53
N 1.10 4.97 -0.34
C 0.84 3.55 -0.58
C -0.59 3.16 -0.96
O -1.54 3.35 0.08
C -2.09 4.65 0.15
H -0.88 8.38 1.34
H 0.36 7.12 1.48
H 0.81 8.78 0.98
H 1.88 7.55 -0.62
H 0.95 7.88 -2.09
H 1.74 5.60 -2.24
H -0.03 5.61 -2.02
H 0.47 5.30 0.38
H 1.10 3.03 0.34
H 1.53 3.19 -1.35
H -0.58 2.08 -1.15
H -0.93 3.63 -1.89
H -2.16 5.13 -0.84
H -1.51 5.28 0.83
H -3.09 4.57 0.57

Spin multiplicity: 1
E_tot: -87107.244 eV
Net charge: -1

---

The following is a DFT calculation (ωB97M-V with the def2-TZVPD basis set) of the molecule C8H10 at a distorted geometry.

CARTESIAN COORDINATES (ANGSTROEM)
C -2.32 1.19 -0.43
C -1.73 -0.03 -0.14
C -0.41 -0.18 0.28
C 0.16 -1.19 0.96
C -0.28 -2.52 1.12
C 0.70 -3.48 1.11
C 1.50 -0.54 1.01
C 0.78 0.71 0.44
H -1.96 2.16 -0.04
H -3.29 1.05 -0.89
H -2.34 -0.91 -0.39
H -1.28 -2.83 1.31
H 1.63 -3.28 0.73
H 0.61 -4.55 1.37
H 1.92 -0.57 2.05
H 2.21 -1.05 0.32
H 0.54 1.49 1.10
H 1.20 1.22 -0.44

SMILES string: C=CC1=C(C=C)CC1
Energy relative to the best compared isomer or geometry (same formula, charge and spin): 84.0 kcal per mole
Spin multiplicity: 1
E_tot: -8454.628 eV

---

The following is a DFT calculation (ωB97M-V with the def2-TZVPD basis set) of the molecule C3H5N3 at a distorted geometry.

CARTESIAN COORDINATES (ANGSTROEM)
H 1.74 2.19 -1.45
N 1.56 1.39 -0.81
N 0.37 1.06 -0.88
C 0.18 -0.22 0.09
C -1.15 -0.06 0.77
C 0.29 -1.59 -0.47
N 0.42 -2.73 -0.69
H 1.04 -0.28 0.74
H -1.20 -0.50 1.76
H -1.22 1.08 0.80
H -2.03 -0.33 0.14

SMILES string: [H]/N=N/[C@@H](C)C#N
Energy relative to the best compared isomer or geometry (same formula, charge and spin): 60.7 kcal per mole
Spin multiplicity: 1
E_tot: -7659.824 eV

---

The following is a DFT calculation (ωB97M-V with the def2-TZVPD basis set) of a structure of composition C39H34OP2SiV.

CARTESIAN COORDINATES (ANGSTROEM)
V -0.37 -0.94 -0.02
C 0.34 0.73 3.43
Si 0.04 1.10 1.64
C -1.41 2.26 1.52
C -1.74 3.20 2.49
C -2.75 4.13 2.24
C -3.44 4.13 1.03
C -3.15 3.19 0.06
C -2.14 2.26 0.32
P -1.72 0.92 -0.77
C -2.71 -0.53 -0.45
C -3.31 -0.73 0.81
C -3.91 -1.95 1.10
C -3.87 -2.98 0.17
C -3.24 -2.81 -1.06
C -2.65 -1.60 -1.38
C -1.86 1.43 -2.48
C -2.94 1.05 -3.28
C -3.07 1.60 -4.55
C -2.13 2.51 -5.01
C -1.06 2.90 -4.21
C -0.93 2.36 -2.94
C 1.60 1.82 0.89
C 1.92 3.17 0.84
C 3.22 3.57 0.51
C 4.21 2.62 0.24
C 3.91 1.27 0.28
C 2.60 0.89 0.59
P 2.01 -0.79 0.52
C 3.08 -2.00 1.28
C 3.74 -2.99 0.56
C 4.61 -3.85 1.22
C 4.83 -3.71 2.59
C 4.19 -2.70 3.30
C 3.31 -1.85 2.65
C 1.59 -1.23 -1.16
C 1.18 -2.55 -1.46
C 0.65 -2.84 -2.71
C 0.51 -1.84 -3.67
C 0.86 -0.53 -3.36
C 1.37 -0.21 -2.11
H 0.56 1.69 3.91
H -0.52 0.31 3.94
H 1.21 0.10 3.61
H -1.22 3.24 3.44
H -2.99 4.87 3.00
H -4.22 4.86 0.86
H -3.69 3.17 -0.88
H -3.36 0.09 1.51
H -4.43 -2.08 2.04
H -4.35 -3.93 0.40
H -3.24 -3.62 -1.78
H -2.21 -1.44 -2.36
H -3.69 0.36 -2.92
H -3.90 1.32 -5.18
H -2.24 2.94 -6.00
H -0.35 3.63 -4.56
H -0.11 2.68 -2.30
H 1.18 3.92 1.07
H 3.46 4.62 0.47
H 5.21 2.94 0.00
H 4.67 0.53 0.06
H 3.62 -3.09 -0.51
H 5.14 -4.61 0.66
H 5.51 -4.37 3.09
H 4.38 -2.58 4.36
H 2.86 -1.04 3.21
H 1.32 -3.35 -0.74
H 0.38 -3.86 -2.95
H 0.12 -2.07 -4.65
H 0.75 0.25 -4.11
H 1.67 0.81 -1.88
C -0.38 -2.45 3.03
C -0.47 -2.01 1.63
O -0.86 -2.70 0.68
H -0.50 -3.53 3.09
H -1.19 -1.96 3.59
H 0.56 -2.13 3.47

Energy relative to the best compared isomer or geometry (same formula, charge and spin): 0.0 kcal per mole
Spin multiplicity: 1
E_tot: -95159.717 eV
Net charge: +3

---

The following is a DFT calculation (ωB97M-V with the def2-TZVPD basis set) of a structure of composition C37H43AsIN3O5PdSTe at a distorted geometry.

CARTESIAN COORDINATES (ANGSTROEM)
Pd -1.41 0.54 -1.38
C -4.05 1.03 -4.77
C -2.87 0.58 -3.97
N -2.06 1.36 -3.33
O -2.27 2.72 -3.25
C -2.56 -0.83 -3.86
C -3.12 -1.90 -4.75
N -1.75 -1.17 -2.89
O -1.31 -2.30 -2.62
H -4.03 2.09 -5.01
H -4.97 0.81 -4.21
H -4.09 0.48 -5.70
H -3.20 2.95 -3.45
H -3.54 -1.51 -5.66
H -3.88 -2.47 -4.21
H -2.31 -2.60 -4.99
C 7.30 1.36 3.50
C 6.01 1.00 2.83
C 4.91 0.58 3.56
C 3.71 0.24 2.94
C 2.54 -0.24 3.73
C 3.65 0.33 1.55
Te 1.67 -0.22 0.57
N -0.31 -0.83 -0.20
C -0.61 -1.75 0.67
O 0.20 -2.05 1.59
C -1.91 -2.47 0.59
C -1.99 -3.70 1.25
C -3.18 -4.40 1.26
C -4.29 -3.88 0.62
C -4.21 -2.67 -0.05
C -3.02 -1.97 -0.06
C 2.66 -1.81 -0.44
C 3.40 -2.66 0.37
C 4.09 -3.72 -0.18
C 4.02 -3.95 -1.55
C 3.29 -3.10 -2.35
C 2.60 -2.01 -1.82
C 1.86 -1.09 -2.73
C 4.73 0.76 0.79
C 4.64 0.85 -0.70
C 5.91 1.08 1.45
H 7.20 1.33 4.58
H 7.61 2.36 3.21
H 8.08 0.67 3.21
H 4.98 0.50 4.63
H 2.76 -0.21 4.80
H 2.30 -1.27 3.46
H 1.65 0.36 3.53
H -1.11 -4.09 1.73
H -3.24 -5.34 1.78
H -5.23 -4.43 0.64
H -5.09 -2.27 -0.55
H -2.97 -1.00 -0.58
H 3.44 -2.48 1.44
H 4.66 -4.38 0.45
H 4.56 -4.78 -1.99
H 3.25 -3.27 -3.41
H 1.77 -1.52 -3.72
H 2.39 -0.14 -2.83
H 0.86 -0.89 -2.35
H 3.67 1.23 -1.01
H 4.79 -0.14 -1.14
H 5.42 1.51 -1.09
H 6.76 1.41 0.87
I -7.43 -0.56 4.45
C -5.95 0.18 3.14
C -6.31 1.04 2.12
C -5.34 1.49 1.24
C -4.02 1.11 1.41
C -3.66 0.27 2.46
C -4.63 -0.21 3.32
C -2.99 1.46 0.39
O -3.35 1.49 -0.82
O -1.81 1.68 0.75
H -7.33 1.34 1.99
H -5.61 2.15 0.43
H -2.63 -0.03 2.58
H -4.35 -0.88 4.12
C -1.12 4.39 -0.54
As 0.37 3.24 -0.02
C 0.52 2.88 1.89
C 1.93 4.40 -0.21
S 0.75 1.82 -1.58
H -1.07 5.34 -0.01
H -2.06 3.89 -0.33
H -1.03 4.55 -1.61
H 0.42 3.85 2.39
H 1.51 2.46 2.09
H -0.26 2.21 2.24
H 1.83 5.29 0.40
H 2.06 4.68 -1.25
H 2.82 3.85 0.12

Energy relative to the best compared isomer or geometry (same formula, charge and spin): 40.3 kcal per mole
Spin multiplicity: 2
E_tot: -144309.113 eV
Net charge: +1

---

The following is a DFT calculation (ωB97M-V with the def2-TZVPD basis set) of a structure of composition C4H8O2.

CARTESIAN COORDINATES (ANGSTROEM)
C -1.51 0.23 0.16
C -0.50 -0.53 0.78
C 0.34 -1.19 -0.30
O 0.56 -0.10 -1.20
C 1.24 1.14 -0.04
O 1.08 0.58 1.09
H -2.11 0.92 0.75
H -0.48 0.43 -0.88
H -2.05 -0.28 -0.64
H -0.44 -0.82 1.82
H 1.28 -1.59 0.08
H -0.21 -1.98 -0.83
H 2.26 1.28 -0.42
H 0.53 1.92 -0.36

Energy relative to the best compared isomer or geometry (same formula, charge and spin): 122.8 kcal per mole
Spin multiplicity: 1
E_tot: -8367.956 eV

---

The following is a DFT calculation (ωB97M-V with the def2-TZVPD basis set) of a structure of composition C44H60BrClN6O6S2SbTl at a distorted geometry.

CARTESIAN COORDINATES (ANGSTROEM)
Tl -0.18 1.74 1.23
O 1.81 -1.33 1.86
H 0.86 -1.56 2.16
H 2.00 -0.69 2.57
O 0.62 4.07 -0.30
C -0.05 3.18 -0.89
S -2.24 -1.68 5.49
C -1.51 -1.70 4.01
N -1.01 -1.80 2.95
C 2.21 0.50 -3.62
C 1.68 -0.93 -3.45
C 1.08 -1.45 -4.77
C 0.56 -0.88 -2.45
C 2.82 -1.90 -2.95
O 3.89 -1.70 -3.86
C 2.54 -3.43 -2.98
C 1.39 -3.95 -2.10
C 1.93 -4.84 -1.00
C 1.65 -4.51 0.34
C 2.04 -5.39 1.38
C 2.79 -6.51 1.01
Cl 3.48 -7.57 2.20
C 3.01 -6.83 -0.33
C 2.54 -6.00 -1.31
C 3.35 -1.58 -1.51
N 3.98 -0.30 -1.27
C 3.59 0.67 -0.44
N 4.39 1.71 -0.57
C 5.24 1.30 -1.56
N 5.05 0.09 -1.99
H 1.42 1.09 -4.01
H 3.02 0.51 -4.32
H 2.52 1.00 -2.72
H 0.33 -0.76 -5.21
H 0.56 -2.45 -4.51
H 1.82 -1.73 -5.52
H -0.09 -0.02 -2.71
H 0.86 -0.77 -1.40
H -0.08 -1.82 -2.41
H 4.58 -1.21 -3.39
H 3.47 -3.90 -2.71
H 2.39 -3.67 -4.00
H 0.76 -4.64 -2.73
H 0.77 -3.20 -1.70
H 1.18 -3.61 0.66
H 1.88 -5.13 2.40
H 3.55 -7.73 -0.60
H 2.75 -6.35 -2.33
H 4.14 -2.35 -1.38
H 2.59 -1.60 -0.69
H 2.81 0.55 0.30
H 6.00 1.98 -1.88
N 2.02 2.94 2.37
C 2.71 2.56 3.60
C 3.80 1.74 3.50
C 4.63 1.56 4.62
C 4.24 2.02 5.86
C 3.06 2.71 5.95
C 2.28 3.00 4.84
S 5.39 2.30 7.27
O 6.04 0.99 7.45
O 6.30 3.30 6.73
O 4.52 2.73 8.35
H 1.54 3.83 2.48
H 2.65 3.07 1.58
H 4.12 1.48 2.48
H 5.65 1.05 4.54
H 2.79 3.11 6.88
H 1.40 3.63 4.92
Br -1.48 4.54 3.53
C -1.11 5.44 1.90
C -1.99 5.20 0.88
C -1.79 5.83 -0.33
C -0.80 6.81 -0.35
C 0.03 6.98 0.75
N -0.09 6.23 1.91
H -2.85 4.52 1.07
H -2.37 5.49 -1.22
H -0.60 7.37 -1.29
H 0.81 7.73 0.68
C -1.74 4.25 -4.68
C -2.12 3.10 -4.00
C -1.48 2.79 -2.79
C -0.42 3.51 -2.32
C 0.15 4.50 -3.13
C -0.54 4.83 -4.31
H -2.21 4.54 -5.59
H -2.93 2.42 -4.33
H -1.90 1.98 -2.20
H 1.12 4.90 -2.98
H -0.07 5.66 -4.87
C -4.88 -2.74 3.11
C -5.42 -1.76 2.13
C -6.46 -0.81 2.78
Sb -4.00 -0.67 1.01
C -5.43 -0.18 -0.57
C -4.72 0.24 -1.86
C -6.56 -1.18 -0.84
C -3.01 -2.52 0.33
C -3.92 -3.38 -0.52
C -1.68 -2.21 -0.36
H -5.76 -3.24 3.57
H -4.23 -2.43 3.98
H -4.35 -3.55 2.62
H -5.90 -2.39 1.40
H -5.96 -0.30 3.61
H -7.30 -1.40 3.19
H -6.86 0.01 2.12
H -5.92 0.70 -0.15
H -4.15 -0.60 -2.27
H -4.05 1.14 -1.75
H -5.46 0.54 -2.69
H -6.10 -2.06 -1.38
H -7.44 -0.80 -1.42
H -6.94 -1.65 0.05
H -2.74 -3.01 1.25
H -3.92 -2.94 -1.58
H -4.99 -3.47 -0.22
H -3.39 -4.33 -0.57
H -1.79 -1.63 -1.23
H -1.23 -3.15 -0.78
H -0.93 -1.77 0.28

Energy relative to the best compared isomer or geometry (same formula, charge and spin): 4.4 kcal per mole
Spin multiplicity: 1
E_tot: -183293.555 eV
Net charge: -2